Model P:
C24H48O8 | ωB97M-V/def2-TZVPD

```
80
Properties=species:S:1:pos:R:3:lowdin_charge:R:1
C -7.4448 -4.3932 -2.6437 -0.051
C -8.2495 -5.5506 -3.3302 -0.220
O -7.3755 -6.5520 -3.7823 0.000
C -7.8745 -7.8101 -4.0823 -0.526
O -8.9098 -8.2728 -3.7188 0.150
O -6.8765 -8.5233 -4.6660 -0.012
C -6.9777 -9.7906 -5.2448 -0.071
H -8.0107 -3.4971 -2.3887 0.069
H -6.6693 -4.0045 -3.3037 0.069
H -6.9687 -4.7112 -1.7162 0.070
H -8.8561 -5.2172 -4.1722 0.124
H -8.9092 -6.0421 -2.6151 0.116
H -6.1233 -9.9541 -5.9016 0.091
H -7.8110 -9.9176 -5.9360 0.096
H -6.9836 -10.6281 -4.5473 0.095
C 6.4022 -6.8145 3.8735 -0.213
C 7.2196 -7.0851 2.6581 -0.175
C 6.5314 -8.3112 2.0878 -0.179
O 5.2241 -8.3223 2.6884 -0.140
C 5.1297 -7.5541 3.8684 -0.210
H 6.3862 -5.7285 3.9652 0.115
H 7.0078 -7.0786 4.7405 0.111
H 8.2306 -7.2480 3.0315 0.110
H 7.3205 -6.3085 1.9000 0.110
H 6.9755 -9.2558 2.4019 0.115
H 6.4883 -8.3104 0.9986 0.116
H 5.0820 -8.1719 4.7651 0.118
H 4.2701 -6.8872 3.8007 0.121
C -4.8016 -12.4348 12.1698 -0.187
C -5.1442 -11.5494 13.3356 -0.160
C -5.1646 -12.5124 14.5638 -0.143
O -4.6344 -13.7088 13.9751 -0.168
C -3.9915 -13.4999 12.7830 -0.272
H -4.2538 -11.9384 11.3687 0.118
H -5.6820 -12.9435 11.7773 0.121
H -6.1285 -11.0977 13.2124 0.103
H -4.5035 -10.6733 13.4361 0.107
H -6.1681 -12.8718 14.7915 0.118
H -4.5634 -12.2108 15.4216 0.114
H -3.7391 -14.4477 12.3075 0.131
H -3.0135 -13.1380 13.1003 0.118
C -0.0301 -4.5430 -4.6529 -0.156
C 1.4561 -5.0374 -4.5636 -0.168
C 2.0469 -4.6172 -5.8910 -0.225
O 0.9823 -4.9885 -6.7559 -0.174
C -0.3098 -4.5534 -6.1936 -0.146
H -0.2944 -3.5479 -4.2950 0.095
H -0.6731 -5.2302 -4.1031 0.096
H 1.3296 -6.1179 -4.4944 0.110
H 1.9973 -4.7125 -3.6750 0.106
H 2.9158 -5.2534 -6.0596 0.118
H 2.3459 -3.5709 -5.9547 0.118
H -0.8887 -5.4036 -6.5543 0.117
H -0.6179 -3.5506 -6.4895 0.108
C 0.9345 0.1720 6.5669 -0.131
C 0.2181 0.0070 7.9232 -0.232
C -0.6614 1.0730 7.9711 -0.301
O -1.1529 1.1607 6.6766 -0.095
C -0.2701 0.6868 5.6967 -0.184
H 1.3715 -0.7999 6.3377 0.104
H 1.7712 0.8488 6.7395 0.105
H 0.9323 -0.0287 8.7459 0.127
H -0.3931 -0.8953 7.9428 0.127
H -0.0756 1.9539 8.2335 0.122
H -1.3692 1.1926 8.7913 0.137
H 0.1083 1.3666 4.9333 0.111
H -0.5307 -0.1880 5.1010 0.111
C -3.8263 -7.8968 1.9948 -0.190
C -3.4954 -7.4459 3.3390 -0.225
C -3.0862 -8.6506 4.0702 -0.230
O -2.3941 -9.3923 3.0933 -0.140
C -2.7357 -8.9536 1.7740 -0.183
H -3.7892 -7.1672 1.1858 0.121
H -4.7731 -8.4338 2.0529 0.119
H -4.4346 -7.1137 3.7813 0.121
H -2.7308 -6.6714 3.2788 0.129
H -3.9006 -9.2941 4.4029 0.119
H -2.5206 -8.4994 4.9896 0.123
H -3.2396 -9.7162 1.1803 0.114
H -1.7837 -8.5871 1.3901 0.121
```

Calculated values
SMILES string: CCOC(=O)OC.C1CCOC1.C1CCOC1.C1CCOC1.C1CCOC1.C1CCOC1
Highest occupied orbital energy (eV): -9.294
Orbital gap (eV): 9.827
2S+1: 1


Model Q:
C24H48O8 | ωB97M-V/def2-TZVPD

```
80
Properties=species:S:1:pos:R:3:lowdin_charge:R:1
C 1.7655 2.1851 -3.3558 -0.021
C 0.5768 1.5655 -3.9749 -0.559
C 0.6647 0.1802 -4.6593 -0.005
O -0.4860 2.0267 -3.8568 0.103
H 1.4858 3.1582 -2.9519 0.090
H 2.6323 2.3315 -4.0002 0.091
H 2.0063 1.4882 -2.5531 0.066
H 1.6779 -0.1938 -4.5128 0.050
H 0.6444 0.1878 -5.7491 0.085
H -0.0122 -0.5133 -4.1604 0.076
C -0.7458 1.2653 0.8415 -0.008
C -0.6392 -0.1529 0.2563 -0.446
C 0.3395 -0.4009 -0.8964 0.007
O -1.2007 -1.0559 0.8323 0.060
H -1.2821 2.0501 0.3080 0.087
H 0.2569 1.6871 0.9113 0.052
H -1.1393 1.0798 1.8409 0.064
H 0.1103 -1.3540 -1.3729 0.071
H 1.4028 -0.3449 -0.6630 0.081
H 0.3055 0.4151 -1.6183 0.052
C -2.9756 4.0175 2.3114 -0.029
C -3.6834 4.9850 3.2356 -0.479
C -3.0130 6.2552 3.5863 -0.034
O -4.8498 4.8045 3.6550 0.034
H -2.1100 3.6296 2.8483 0.074
H -2.7057 4.4534 1.3495 0.086
H -3.7252 3.2524 2.1092 0.085
H -2.5297 6.1196 4.5539 0.092
H -3.8228 6.9782 3.6851 0.093
H -2.1892 6.4833 2.9100 0.078
C 4.5564 -1.0044 -2.1934 -0.011
C 4.1404 -2.3264 -2.8988 -0.478
C 4.9766 -3.5841 -2.6275 0.001
O 3.2777 -2.3210 -3.7299 0.049
H 4.1987 -0.1503 -2.7685 0.070
H 5.5790 -1.0191 -1.8164 0.074
H 3.9969 -0.9248 -1.2613 0.068
H 5.7304 -3.2621 -1.9092 0.070
H 5.3903 -3.9568 -3.5646 0.091
H 4.1961 -4.2415 -2.2443 0.086
C -3.2616 -3.1357 -1.4293 -0.023
C -4.7621 -3.3067 -1.2829 -0.475
C -5.4198 -4.4928 -0.5047 -0.011
O -5.4364 -2.4091 -1.7241 0.054
H -2.8211 -4.0222 -0.9731 0.070
H -3.0136 -2.2567 -0.8344 0.076
H -3.1731 -3.0409 -2.5116 0.088
H -4.6285 -4.9075 0.1198 0.063
H -5.7430 -5.2043 -1.2646 0.078
H -6.2842 -4.3242 0.1376 0.078
C -0.5864 -0.5402 4.2745 -0.033
C 0.1699 0.2405 5.2596 -0.462
C 1.6949 0.1431 5.3264 -0.019
O -0.4071 0.9483 6.1177 0.028
H -0.2306 -0.3917 3.2549 0.061
H -1.6388 -0.2591 4.3123 0.092
H -0.7005 -1.6156 4.4105 0.099
H 2.1182 0.8995 4.6655 0.067
H 2.0973 -0.7897 4.9315 0.079
H 1.9974 0.4077 6.3397 0.084
C -0.6426 -6.1091 -3.6836 -0.027
C 0.4910 -5.3926 -2.9498 -0.425
C 0.5182 -3.8835 -3.0547 -0.033
O 1.2236 -6.0291 -2.1297 0.010
H -1.5528 -5.9729 -3.0997 0.078
H -0.4660 -7.1805 -3.7789 0.081
H -0.7957 -5.6822 -4.6748 0.080
H 1.2426 -3.5311 -2.3204 0.068
H -0.5071 -3.6331 -2.7823 0.066
H 0.7693 -3.3560 -3.9749 0.082
C 1.9564 3.7608 1.8071 -0.026
C 1.9504 5.0754 2.5990 -0.503
C 1.2678 4.9785 3.8889 -0.023
O 2.5313 6.0483 2.1591 0.074
H 1.8608 2.8719 2.4306 0.062
H 2.9255 3.7211 1.3096 0.084
H 1.1699 3.7796 1.0527 0.075
H 1.6568 4.1495 4.4801 0.089
H 0.2135 4.7923 3.6845 0.081
H 1.4144 5.8575 4.5165 0.093
```

Calculated values
SMILES string: CC(C)=O.CC(C)=O.CC(C)=O.CC(C)=O.CC(C)=O.CC(C)=O.CC(C)=O.CC(C)=O
Highest occupied orbital energy (eV): -9.428
Orbital gap (eV): 9.436
2S+1: 1


Structures ranked by computed energy, the most stable listed first: model Q, model P.


Model P:
C31H42N8O4S2Ti | ωB97M-V/def2-TZVPD

```
88
Properties=species:S:1:pos:R:3:lowdin_charge:R:1
Ti 0.3107 -1.0550 0.3787 1.226
C 2.0780 1.5609 2.2191 -0.021
C 0.6646 1.2643 1.7707 -0.251
C 0.1781 1.8120 0.5556 -0.204
C 1.1533 2.3781 -0.4541 -0.009
C -1.2092 2.0439 0.4192 -0.169
C -1.7313 2.9045 -0.7108 -0.017
C -2.0986 1.5973 1.4179 -0.175
C -3.5651 1.9240 1.3187 -0.011
C -1.6250 0.9054 2.5387 -0.179
C -2.5940 0.4349 3.5904 -0.012
C -0.2364 0.7582 2.7356 -0.203
C 0.3154 0.3326 4.0724 -0.020
H 2.7335 1.8585 1.4083 0.075
H 2.5413 0.7453 2.7692 0.066
H 2.0278 2.4080 2.9088 0.123
H 2.0862 1.8151 -0.4578 0.053
H 1.4085 3.4142 -0.2182 0.129
H 0.7699 2.3870 -1.4726 0.070
H -2.1786 3.8081 -0.2910 0.123
H -2.5292 2.4206 -1.2817 0.094
H -0.9787 3.2364 -1.4227 0.047
H -4.1900 1.0432 1.4705 0.065
H -3.8364 2.3636 0.3655 0.076
H -3.8491 2.6384 2.0945 0.117
H -2.2516 -0.4638 4.0988 0.073
H -3.5740 0.2187 3.1757 0.074
H -2.7342 1.2034 4.3553 0.119
H 0.6935 1.2077 4.6069 0.114
H 1.1538 -0.3567 3.9721 0.060
H -0.4273 -0.1299 4.7133 0.077
C 3.5488 -4.1749 3.4493 -0.070
C 3.0032 -2.7595 3.6397 -0.214
C 3.0808 -1.9452 2.3930 -0.536
N 2.0706 -1.4927 1.7341 -0.046
N 2.3961 -0.7959 0.6081 -0.108
C 3.6904 -0.7035 0.3947 -0.629
N 4.2416 -0.0671 -0.6355 0.176
S 4.5894 -1.5069 1.6395 1.230
H 3.4667 -4.7255 4.3838 0.092
H 4.6011 -4.1660 3.1645 0.079
H 2.9918 -4.7140 2.6834 0.085
H 3.5581 -2.2431 4.4269 0.132
H 1.9551 -2.7773 3.9421 0.111
H 3.6643 0.4292 -1.2977 0.119
H 5.2394 0.0414 -0.7199 0.134
O 1.7751 4.7014 -3.2623 -0.350
S 0.5311 4.8904 -3.9917 0.425
O -0.6390 4.4288 -3.2495 -0.371
O 0.3826 6.1087 -4.7267 -0.299
C 0.7447 3.5549 -5.2215 -0.311
N 1.3039 3.6435 -6.4247 0.164
C 1.6019 2.5044 -7.0366 -0.074
C 1.3988 1.2263 -6.4826 0.037
C 0.7608 1.2690 -5.2608 -0.219
N 0.4182 2.4053 -4.6836 0.107
C 0.4905 0.2782 -4.1802 -0.057
C -0.5884 0.6568 -3.3630 0.038
C -0.6469 0.1913 -2.0941 -0.110
N 0.3119 -0.6100 -1.5827 -0.067
C 1.2878 -1.0767 -2.3952 -0.094
C 1.3569 -0.7176 -3.7273 0.055
H 2.0610 2.5968 -8.0147 0.122
H 1.6990 0.3220 -6.9894 0.114
H -1.2692 1.4258 -3.6976 0.146
H -1.4037 0.5364 -1.4100 0.078
H 2.0116 -1.7400 -1.9409 0.118
H 2.1912 -1.0539 -4.3278 0.136
C 0.0276 -3.7814 -0.8354 -0.053
O 0.5245 -2.7277 -0.0119 -0.339
H -0.5968 -4.4297 -0.2203 0.101
H 0.8724 -4.3378 -1.2374 0.106
H -0.5653 -3.3577 -1.6476 0.097
C -5.2777 -1.6539 0.0261 0.021
C -3.9096 -1.8459 0.5745 -0.247
C -3.4400 -2.6017 1.6390 0.063
C -2.0709 -2.3732 1.7117 -0.305
N -1.7051 -1.5038 0.7471 -0.038
N -2.8434 -1.2101 0.0693 0.094
C -1.0954 -2.9354 2.6878 0.004
H -5.8814 -2.5392 0.2094 0.101
H -5.2560 -1.4640 -1.0461 0.097
H -5.7638 -0.8080 0.5152 0.097
H -4.0215 -3.2426 2.2792 0.139
H -2.8373 -0.5575 -0.6974 0.154
H -1.6313 -3.3891 3.5188 0.107
H -0.4439 -2.1572 3.0959 0.060
H -0.4680 -3.7037 2.2320 0.088
```

Calculated values
Highest occupied orbital energy (eV): -11.905
Net charge: +2
Orbital gap (eV): 3.884
2S+1: 1


Model Q:
C31H42N8O4S2Ti | ωB97M-V/def2-TZVPD

```
88
Properties=species:S:1:pos:R:3:lowdin_charge:R:1
Ti -0.9445 0.1597 -0.5310 1.209
C -0.2755 -3.3146 -1.6910 -0.025
C 0.4444 -1.9759 -1.6646 -0.243
C 0.3201 -1.1828 -2.8332 -0.226
C -0.8215 -1.4854 -3.7766 -0.022
C 1.3456 -0.2930 -3.1823 -0.185
C 1.3608 0.3956 -4.5238 -0.011
C 2.4221 -0.0974 -2.3045 -0.174
C 3.5358 0.8465 -2.6750 -0.012
C 2.4978 -0.7990 -1.0923 -0.188
C 3.7186 -0.6312 -0.2200 -0.010
C 1.5080 -1.7447 -0.7641 -0.201
C 1.6802 -2.5966 0.4696 -0.018
H -1.3531 -3.2495 -1.8111 0.068
H -0.0554 -3.9355 -0.8283 0.076
H 0.0965 -3.8604 -2.5610 0.116
H -1.7265 -1.7611 -3.2360 0.063
H -0.5762 -2.3285 -4.4280 0.117
H -1.0617 -0.6431 -4.4196 0.065
H 2.3184 0.2251 -5.0162 0.107
H 1.2486 1.4806 -4.4369 0.075
H 0.5932 0.0304 -5.1973 0.078
H 3.8632 1.4405 -1.8228 0.078
H 3.2573 1.5311 -3.4711 0.074
H 4.4137 0.2910 -3.0161 0.118
H 3.6147 -1.0686 0.7675 0.081
H 3.9987 0.4139 -0.0869 0.086
H 4.5760 -1.1159 -0.6948 0.120
H 2.4812 -3.3258 0.3290 0.122
H 0.7824 -3.1539 0.7280 0.062
H 1.9498 -2.0030 1.3417 0.077
C -3.1719 3.3172 -3.7673 -0.062
C -2.0044 2.3555 -4.0341 -0.208
C -0.9606 2.4431 -2.9730 -0.543
N -0.6953 1.5366 -2.0982 -0.086
N 0.2639 1.8646 -1.1663 -0.034
C 0.7494 3.0708 -1.3625 -0.618
N 1.6831 3.6425 -0.6103 0.180
S 0.0377 3.8439 -2.7465 1.228
H -3.9396 3.1785 -4.5258 0.095
H -2.8502 4.3578 -3.8076 0.083
H -3.6187 3.1344 -2.7889 0.078
H -1.5489 2.5818 -4.9999 0.132
H -2.3518 1.3227 -4.0674 0.103
H 2.0519 3.1701 0.2009 0.130
H 2.0325 4.5662 -0.8089 0.134
O 5.5887 1.8947 6.9556 -0.316
S 5.0247 1.1449 5.8685 0.396
O 5.0192 1.8090 4.5740 -0.376
O 5.3374 -0.2731 5.8164 -0.337
C 3.2539 1.0181 6.2251 -0.299
N 2.7277 1.0388 7.4638 0.167
C 1.4213 0.8576 7.5761 -0.082
C 0.5702 0.6894 6.4799 0.024
C 1.2093 0.6826 5.2568 -0.241
N 2.5204 0.8287 5.1310 0.128
C 0.6097 0.4858 3.9262 -0.053
C 1.4452 0.7775 2.8305 0.055
C 1.0342 0.4907 1.5697 -0.108
N -0.1818 -0.0571 1.2922 -0.081
C -1.0137 -0.2905 2.3466 -0.106
C -0.6625 -0.0408 3.6465 0.047
H 1.0253 0.8524 8.5856 0.122
H -0.5022 0.6084 6.5989 0.110
H 2.4409 1.1607 3.0296 0.136
H 1.6784 0.6661 0.7211 0.089
H -1.9937 -0.6849 2.1152 0.117
H -1.3527 -0.2884 4.4418 0.133
C -2.4961 2.3858 0.8565 -0.026
O -2.1201 1.2617 0.0608 -0.322
H -2.0283 3.2807 0.4473 0.100
H -2.1563 2.2229 1.8790 0.098
H -3.5785 2.4881 0.8342 0.108
C -3.5484 -4.3989 1.1722 0.025
C -3.4001 -3.1463 0.3833 -0.238
C -4.2866 -2.4765 -0.4499 0.070
C -3.6007 -1.3880 -0.9673 -0.283
N -2.3368 -1.3762 -0.4809 -0.058
N -2.2563 -2.4546 0.3473 0.053
C -4.1000 -0.3797 -1.9457 0.008
H -4.5926 -4.5562 1.4310 0.102
H -2.9603 -4.3711 2.0891 0.096
H -3.2178 -5.2541 0.5801 0.106
H -5.3055 -2.7566 -0.6595 0.141
H -1.3807 -2.7026 0.7823 0.150
H -5.1414 -0.1432 -1.7341 0.107
H -4.0560 -0.7865 -2.9576 0.101
H -3.5271 0.5466 -1.9150 0.052
```

Calculated values
Highest occupied orbital energy (eV): -10.962
Net charge: +2
Orbital gap (eV): 2.557
2S+1: 1


Structures ranked by computed energy, the most stable listed first: model P, model Q.


Model P:
C7H9Cl | ωB97M-V/def2-TZVPD

```
17
Properties=species:S:1:pos:R:3:nbo_charge:R:1
C 2.1310 -0.3176 1.1726 -0.639
C 0.8137 -0.3777 0.7017 0.024
C -0.1979 -1.1424 0.8965 -0.214
C -1.4500 -0.8318 0.0547 -0.458
C -0.8304 0.2888 -0.8475 -0.014
C -1.4027 1.0216 -1.8167 -0.156
Cl -3.0503 0.7658 -2.5097 -0.083
C 0.3801 0.8166 -0.2161 -0.463
H 2.5152 0.7261 1.4720 0.221
H 2.2855 -0.9785 1.9231 0.222
H 2.8067 -0.3335 0.3214 0.227
H -0.1221 -2.1241 1.3747 0.206
H -1.8007 -1.8186 -0.5154 0.236
H -2.3286 -0.3007 0.4903 0.236
H -1.0477 1.8527 -2.2800 0.200
H 1.3097 1.1342 -0.7965 0.229
H -0.0115 1.6191 0.5752 0.224
```

Calculated values
SMILES string: CC1=CC/C(=C\Cl)C1
Highest occupied orbital energy (eV): -8.854
Orbital gap (eV): 9.665
2S+1: 1


Model Q:
C7H9Cl | ωB97M-V/def2-TZVPD

```
17
Properties=species:S:1:pos:R:3:nbo_charge:R:1
C -0.4421 -4.0621 0.0039 -0.187
C -0.5665 -2.9320 -0.4111 -0.099
C -0.6673 -1.6320 -0.8224 -0.261
C -0.1521 -0.4146 0.3023 0.030
Cl 0.4880 -0.9318 1.7643 0.075
C -0.0916 0.9875 -0.1689 -0.322
C 1.3538 1.3500 -0.5448 -0.593
C -0.6319 1.9653 0.8764 -0.599
H -0.3272 -5.0511 0.3364 0.230
H -1.0729 -1.2802 -1.7458 0.225
H -0.7104 1.0560 -1.0701 0.222
H 1.7388 0.6491 -1.2827 0.218
H 1.9911 1.3147 0.3366 0.210
H 1.3853 2.3537 -0.9663 0.211
H -0.0441 1.9144 1.7885 0.213
H -1.6672 1.7328 1.1160 0.216
H -0.5839 2.9801 0.4876 0.213
```

Calculated values
SMILES string: C#C/C=C(\Cl)C(C)C
Highest occupied orbital energy (alpha / beta) (eV): -7.783 / -7.993
Orbital gap (alpha / beta) (eV): 7.547 / 8.191
2S+1: 1


Structures ranked by computed energy, the most stable listed first: model P, model Q.


Model P:
C5H10OS2 | ωB97M-V/def2-TZVPD

```
18
Properties=species:S:1:pos:R:3:nbo_charge:R:1
C 0.5346 2.1773 -0.5365 -0.253
O -0.3724 1.0655 -0.4575 -0.547
C 0.1451 -0.0933 -1.0308 -0.110
S -1.1690 -1.3182 -1.2395 0.232
C -2.1950 -1.0298 0.2065 -0.763
C 1.2953 -0.6785 -0.1547 -0.076
C 0.9797 -0.8358 1.3111 -0.717
S 2.6762 -1.1900 -0.8382 0.054
H 0.8355 2.3634 -1.5792 0.179
H -0.0520 3.0236 -0.2146 0.202
H 1.4096 1.9999 0.0810 0.179
H 0.5804 0.0993 -2.0039 0.212
H -1.6872 -1.3312 1.1513 0.214
H -2.4947 0.0287 0.2699 0.237
H -3.1354 -1.6123 0.0500 0.239
H 0.3944 0.0191 1.6928 0.233
H 1.8722 -0.9171 1.9150 0.240
H 0.3827 -1.7704 1.3772 0.246
```

Calculated values
SMILES string: CO[C@H](SC)C(C)=S
Highest occupied orbital energy (eV): -8.551
Orbital gap (eV): 8.408
2S+1: 1


Model Q:
C5H10OS2 | ωB97M-V/def2-TZVPD

```
18
Properties=species:S:1:pos:R:3:nbo_charge:R:1
C -3.3125 -0.2395 -0.2208 -0.100
C -0.9693 -0.4315 0.6795 -0.679
C 2.0202 1.0768 0.5952 -0.611
C 2.4172 -0.0875 -0.3018 -0.405
C 1.2211 -0.7698 -0.9522 -0.523
O -4.3981 0.3503 0.3217 -0.658
S -1.8399 0.5322 -0.4827 0.322
S 0.1637 -1.6632 0.2398 0.286
H -3.3462 -1.3155 -0.1754 0.185
H -1.5801 -0.7470 1.5125 0.218
H 1.4020 0.7332 1.4212 0.219
H 2.9069 1.5557 1.0044 0.211
H 1.4578 1.8163 0.0293 0.200
H 2.9796 -0.8247 0.2747 0.205
H 3.0640 0.2767 -1.1046 0.202
H 0.5779 -0.0488 -1.4577 0.217
H 1.5525 -1.5265 -1.6631 0.227
H -4.3166 1.3126 0.2799 0.485
```

Calculated values
Highest occupied orbital energy (alpha / beta) (eV): -7.271 / -7.299
Orbital gap (alpha / beta) (eV): 7.314 / 7.692
2S+1: 1


Structures ranked by computed energy, the most stable listed first: model P, model Q.